Formula: C51H28ClI4N4O2Pb
Source: the OMol25 dataset
Level of theory: the ωB97M-V functional and the def2-TZVPD basis

Computed properties:
HOMO-LUMO gap: 5.64 eV
E_tot: -113571.6406 eV
E_HOMO: -4.470 eV

ORCA input file:
```
! RIJCOSX wB97M-V def2-TZVPD def2/J DEFGRID3
* xyz -1 1
Pb -24.46722 0.24196 16.59338
I -18.95796 -6.60646 12.22159
C -19.97622 -5.17372 13.25160
C -21.17419 -4.69717 12.74674
C -21.77168 -3.66458 13.49013
C -21.18758 -3.16850 14.66896
C -20.00396 -3.70856 15.14946
C -19.40588 -4.73778 14.42511
C -21.84912 -2.04797 15.45215
C -22.26749 -2.34908 16.83422
C -22.26623 -3.68914 17.43681
C -22.86806 -3.56417 18.63207
C -23.30542 -2.17634 18.81478
C -24.08391 -1.68735 19.85582
C -24.53516 -2.63538 20.92929
C -25.56087 -3.52389 20.61706
C -26.10059 -4.36023 21.59163
C -25.69644 -4.29711 22.87844
I -26.60012 -5.70907 24.16097
C -24.71696 -3.38091 23.23733
C -24.13992 -2.56185 22.26055
C -24.52294 -0.35204 20.02874
N -24.21236 0.65214 19.21075
C -24.79914 1.78070 19.67699
C -24.74685 3.03407 18.95061
C -25.45074 4.13929 19.69198
C -24.94305 4.67585 20.83680
C -25.63645 5.70035 21.46937
C -26.84894 6.18666 20.93633
I -27.75937 7.71480 21.86326
C -27.36662 5.64448 19.78058
C -26.68521 4.60006 19.21075
C -24.27085 3.33201 17.71799
C -24.20882 4.67928 17.14212
C -23.53835 4.57181 15.98104
C -23.20807 3.15616 15.79466
N -23.64920 2.46555 16.85174
C -22.50546 2.64039 14.70167
C -22.16418 1.30932 14.48832
C -21.32916 0.82346 13.43069
C -21.14789 -0.50354 13.58472
C -21.86298 -0.83816 14.84849
N -22.47426 0.28891 15.33748
C -22.06794 3.58048 13.64184
C -22.54240 3.59335 12.31994
C -21.95105 4.43722 11.37830
C -20.92064 5.29834 11.73844
I -19.83539 6.45332 10.32966
C -20.49384 5.38717 13.07700
C -21.08845 4.50407 13.99300
C -25.52653 1.50999 20.86304
C -25.37647 0.16567 21.08549
N -22.86666 -1.52626 17.67439
H -21.66641 -5.11063 11.84004
H -22.72602 -3.23274 13.15443
H -19.60619 -3.37066 16.07324
H -18.48685 -5.20042 14.76657
H -21.75287 -4.60397 17.07083
H -23.04543 -4.37547 19.31986
H -25.96915 -3.49596 19.59508
H -26.88527 -4.97175 21.23924
H -24.39734 -3.28826 24.27088
H -23.45388 -1.80197 22.52410
H -24.06087 4.29978 21.28997
H -25.32966 6.14087 22.39401
H -28.38173 5.86143 19.43706
H -27.10954 4.11384 18.30655
H -24.61033 5.57882 17.66892
H -23.30183 5.37613 15.27293
H -20.95617 1.40237 12.61227
H -20.55755 -1.18106 12.99935
H -23.29729 2.89354 11.99590
H -22.21068 4.41558 10.30527
H -19.63925 6.00472 13.30368
H -20.79099 4.48668 15.03472
H -25.95612 2.25544 21.51325
H -25.71532 -0.40938 21.93977
Cl -31.01937 0.87056 13.19494
C -29.42364 1.24312 13.79983
C -29.27559 2.42578 14.55232
C -28.04161 2.65945 15.06590
C -26.87630 1.82841 14.86343
O -25.77921 2.10444 15.40658
C -27.08797 0.70327 13.99254
C -25.99141 -0.14138 13.59349
O -24.81596 -0.09529 13.92471
C -28.38073 0.41097 13.53255
H -30.06720 3.14748 14.61761
H -27.82618 3.59593 15.59930
H -26.25773 -1.00989 12.92835
H -28.44901 -0.49800 12.90153
*
```

---

Formula: C51H30BaN8O2P
Source: the OMol25 dataset
Level of theory: the ωB97M-V functional and the def2-TZVPD basis

Computed properties:
HOMO-LUMO gap (spin up / spin down): 4.99 / 5.03 eV
E_tot: -79380.4445 eV
E_HOMO (spin up / spin down): -3.810 / -3.844 eV

ORCA input file:
```
! RIJCOSX wB97M-V def2-TZVPD def2/J DEFGRID3
* xyz -1 1
Ba 0.10306 0.10426 0.40220
C -3.28960 4.06704 -4.66115
C -3.51990 4.96786 -3.61128
C -3.16855 4.65398 -2.30924
C -2.55940 3.42727 -2.08165
C -2.09330 2.75456 -0.86968
N -2.28461 3.27394 0.34682
C -2.25014 2.56661 1.46218
C -2.66226 3.14248 2.75268
C -3.01845 4.42543 3.13732
C -3.40038 4.61766 4.45634
C -3.44189 3.55021 5.36023
C -3.10232 2.26483 4.96653
C -2.70349 2.08080 3.65222
C -2.31400 0.88516 2.88821
N -2.40985 -0.32875 3.40729
C -2.22842 -1.44980 2.70934
N -1.68218 -1.59259 1.48282
C -1.86897 -2.86951 1.07218
N -1.65948 -3.38320 -0.13386
C -1.45256 -2.65592 -1.22418
N -1.34428 -1.30949 -1.33690
C -1.39344 -0.97788 -2.65288
N -1.54176 0.21836 -3.20178
C -1.73751 1.34196 -2.51402
N -1.55872 1.55794 -1.18899
C -2.32999 2.52900 -3.12848
C -2.70368 2.83389 -4.43060
C -1.42484 -2.20324 -3.46351
C -1.43459 -2.42739 -4.83233
C -1.48119 -3.74290 -5.26823
C -1.54081 -4.80592 -4.35769
C -1.54511 -4.57728 -2.99065
C -1.46971 -3.26189 -2.55907
C -2.48498 -3.64813 2.14793
C -2.87465 -4.97605 2.25008
C -3.48014 -5.38031 3.42822
C -3.71142 -4.47410 4.47210
C -3.34164 -3.14398 4.36030
C -2.71524 -2.74512 3.18816
N -1.99247 1.24107 1.61977
H -3.58352 4.34467 -5.66608
H -3.98664 5.92072 -3.82921
H -3.35659 5.33387 -1.48833
H -2.99532 5.23954 2.42454
H -3.67644 5.60757 4.79856
H -3.74915 3.73796 6.38177
H -3.14251 1.42688 5.65024
H -2.53606 2.12277 -5.22922
H -1.40181 -1.59687 -5.52609
H -1.47686 -3.95893 -6.32976
H -1.58587 -5.82011 -4.73572
H -1.59519 -5.38752 -2.27475
H -2.70406 -5.66212 1.43060
H -3.78774 -6.41172 3.54984
H -4.19246 -4.82613 5.37643
H -3.52863 -2.43110 5.15281
O 3.74699 0.55808 2.54209
C 3.62178 0.20165 1.37148
O 2.62346 -0.40337 0.85770
C 4.75741 0.50967 0.40341
C 6.01186 0.75424 0.94975
C 7.09826 1.04639 0.14395
C 6.92404 1.12308 -1.22878
C 5.67351 0.89788 -1.78330
C 4.57432 0.57275 -0.98641
P 2.90171 0.31343 -1.72603
C 2.84743 -1.50091 -1.99604
C 1.93144 -1.98614 -2.92647
C 1.82453 -3.34406 -3.17986
C 2.62708 -4.24003 -2.48740
C 3.53064 -3.76729 -1.54603
C 3.64272 -2.40546 -1.30259
C 3.16829 0.86433 -3.46522
C 2.66113 2.11477 -3.80330
C 2.79383 2.61838 -5.09088
C 3.43006 1.86482 -6.06419
C 3.93202 0.60856 -5.74388
C 3.80100 0.11354 -4.45689
H 6.09881 0.71770 2.02746
H 8.07286 1.22474 0.58191
H 7.75950 1.36480 -1.87477
H 5.55857 0.98450 -2.85384
H 1.29622 -1.29286 -3.46912
H 1.10781 -3.69810 -3.90994
H 2.53804 -5.30324 -2.67351
H 4.14999 -4.46114 -0.99102
H 4.34423 -2.04974 -0.55949
H 2.13960 2.69808 -3.05193
H 2.38467 3.59115 -5.33292
H 3.52553 2.24775 -7.07265
H 4.42278 0.01095 -6.50247
H 4.19073 -0.86904 -4.21619
*
```